Here is a cluster of 10 separate species, C66H133F6N11O14P in total in a non-equilibrium geometry from the OMol25 dataset. Energies are from ωB97M-V/def2-TZVPD.

Atoms and positions in Å:
C (-5.375802, 1.022245, -0.538481)
N (-4.217988, 1.736789, -1.060328)
C (-3.946288, 1.821666, -2.359978)
C (-2.916805, 2.614460, -2.894224)
C (-2.166363, 3.381630, -2.003869)
C (-2.475997, 3.354069, -0.645737)
C (-3.462284, 2.465646, -0.226552)
C (-1.165491, 4.346222, -2.629615)
C (-1.526822, 5.293479, -3.596490)
C (-0.582052, 6.090061, -4.216824)
N (0.675172, 6.071191, -3.790081)
C (1.051883, 5.293525, -2.762859)
C (0.176629, 4.408599, -2.175696)
C (1.646001, 6.916013, -4.563759)
H (-5.072263, 0.487913, 0.355214)
H (-5.783484, 0.450953, -1.405598)
H (-6.082144, 1.809172, -0.307699)
H (-4.657883, 1.399258, -3.050420)
H (-2.879149, 2.714359, -3.967595)
H (-1.960602, 3.933213, 0.089850)
H (-3.765229, 2.312297, 0.814941)
H (-2.562597, 5.445689, -3.890217)
H (-0.817728, 6.816591, -5.006776)
H (2.082029, 5.330385, -2.436434)
H (0.539852, 3.720383, -1.390512)
H (1.158860, 7.863988, -4.752257)
H (1.988882, 6.411492, -5.494327)
H (2.515148, 7.121431, -3.962963)
C (3.353672, -0.751745, -3.416047)
N (3.919441, -1.487646, -2.272196)
C (5.281191, -1.565396, -2.211677)
C (5.884531, -2.283687, -1.246555)
C (5.142944, -2.973017, -0.266460)
C (3.748646, -2.833436, -0.280142)
C (3.190855, -2.103756, -1.324513)
C (5.767715, -3.811464, 0.809586)
C (7.017378, -4.434170, 0.710220)
C (7.515841, -5.145069, 1.752144)
N (6.761658, -5.359407, 2.856991)
C (5.503346, -4.875643, 2.935997)
C (5.051662, -4.043975, 1.937844)
C (7.285855, -6.103281, 3.955124)
H (3.489979, 0.265374, -3.126995)
H (2.269766, -1.083413, -3.492811)
H (3.832182, -1.062540, -4.327150)
H (5.791979, -1.073727, -3.061156)
H (6.959774, -2.207384, -1.251922)
H (3.108389, -3.230886, 0.534808)
H (2.121799, -1.952914, -1.463229)
H (7.558472, -4.500101, -0.248439)
H (8.502426, -5.649424, 1.730027)
H (4.895746, -5.098386, 3.829209)
H (4.113820, -3.556803, 2.099517)
H (6.960009, -7.095464, 3.906571)
H (6.865970, -5.695206, 4.865106)
H (8.371533, -6.007278, 4.046700)
P (1.070776, 0.933552, -0.289059)
F (2.588673, 0.285619, -0.270443)
F (0.603671, -0.362290, -1.227215)
F (0.599310, 0.124226, 1.028216)
F (-0.412930, 1.510692, -0.340452)
F (1.621274, 2.143481, 0.561918)
F (1.428955, 1.671921, -1.677842)
C (-9.055552, 0.629479, -0.553943)
O (-8.072760, -0.231455, -0.010396)
C (-8.409322, -0.600470, 1.309189)
C (-7.464786, -1.566711, 1.916298)
N (-6.071249, -1.118247, 2.128847)
C (-5.751143, -0.327335, 3.331582)
C (-5.776288, 1.273820, 3.240915)
O (-4.621627, 1.956407, 2.720130)
C (-3.712669, 2.321213, 3.746264)
H (-9.980291, 0.069333, -0.838633)
H (-8.605900, 1.112971, -1.411191)
H (-9.227318, 1.373957, 0.246536)
H (-9.371666, -1.134702, 1.318588)
H (-8.539006, 0.240974, 1.918127)
H (-7.346951, -2.347887, 1.224631)
H (-7.923220, -1.969690, 2.811054)
H (-5.442827, -1.878174, 2.034826)
H (-4.712895, -0.508144, 3.611546)
H (-6.404657, -0.543633, 4.173297)
H (-5.953211, 1.761035, 4.196949)
H (-6.621584, 1.546170, 2.601463)
H (-3.706381, 1.584841, 4.540969)
H (-3.930324, 3.306464, 4.147511)
H (-2.667017, 2.184565, 3.294556)
C (2.303811, -2.772245, -7.126264)
O (3.390497, -2.837804, -6.216100)
C (4.609089, -3.184546, -6.838985)
C (5.756771, -3.068509, -5.868991)
N (5.795066, -3.926159, -4.678791)
C (4.471388, -4.477657, -4.192950)
C (4.728804, -5.432378, -2.997084)
O (3.514286, -6.117259, -2.756583)
C (3.730855, -7.234769, -1.917036)
H (1.382930, -2.457264, -6.754373)
H (2.059825, -3.747596, -7.513198)
H (2.529263, -2.135408, -7.992368)
H (4.801283, -2.527811, -7.722396)
H (4.526779, -4.194711, -7.181795)
H (5.671023, -1.994665, -5.620911)
H (6.725230, -3.160539, -6.402879)
H (6.367257, -4.700608, -4.766603)
H (3.828312, -4.919204, -4.970680)
H (3.827162, -3.653743, -3.812586)
H (5.016803, -4.955919, -2.034922)
H (5.514856, -6.139054, -3.256044)
H (4.612726, -7.835022, -2.246331)
H (2.797081, -7.853215, -1.973717)
H (3.739751, -6.959868, -0.873132)
C (4.111717, 4.061667, -1.358507)
O (3.789852, 4.679851, -2.601322)
C (4.931079, 5.136642, -3.399860)
C (5.527752, 6.421425, -2.884313)
N (4.585145, 7.510461, -3.021661)
C (5.258973, 8.855350, -3.168067)
C (4.183458, 9.875879, -3.291886)
O (3.517038, 9.759638, -2.022376)
C (2.291817, 10.440135, -1.802715)
H (4.575944, 3.100158, -1.539018)
H (3.121587, 4.010379, -0.822261)
H (4.825997, 4.664764, -0.826894)
H (4.460664, 5.422627, -4.313641)
H (5.673910, 4.365687, -3.529401)
H (6.374937, 6.613403, -3.561351)
H (5.953159, 6.413811, -1.876449)
H (3.983114, 7.650691, -2.208734)
H (5.857879, 8.903892, -4.026500)
H (5.934630, 9.035877, -2.376154)
H (3.495811, 9.593520, -4.117572)
H (4.502475, 10.876023, -3.448022)
H (2.372675, 11.494941, -1.906821)
H (1.903232, 10.222778, -0.811607)
H (1.546378, 10.037586, -2.481776)
C (-0.499528, 0.132753, 6.496437)
O (-1.056247, 1.483053, 6.711424)
C (-0.118299, 2.202318, 7.613505)
C (-0.508188, 3.607161, 7.862940)
N (-0.243813, 4.449344, 6.750798)
C (-1.084161, 4.508826, 5.536658)
C (-1.049063, 5.961281, 5.161267)
O (-1.734572, 6.168595, 3.964689)
C (-1.837656, 7.527981, 3.680248)
H (0.560674, 0.243684, 6.318571)
H (-1.089076, -0.417275, 5.765967)
H (-0.512790, -0.485692, 7.417636)
H (0.798527, 2.316509, 7.102497)
H (0.115268, 1.650232, 8.538852)
H (0.048157, 3.816421, 8.791371)
H (-1.592961, 3.692051, 8.071401)
H (0.647945, 4.820975, 6.702352)
H (-2.138212, 4.244435, 5.819386)
H (-0.752183, 3.900905, 4.684785)
H (0.007424, 6.372923, 5.169508)
H (-1.549123, 6.472409, 6.039245)
H (-2.334155, 7.565278, 2.713248)
H (-0.817889, 8.058572, 3.659712)
H (-2.426331, 7.960775, 4.515007)
C (-2.717305, -1.294129, 0.501857)
O (-3.073008, -1.447204, 1.882406)
C (-1.949740, -1.387951, 2.676052)
C (-2.102971, -2.253658, 3.936114)
N (-2.398702, -3.598753, 3.403892)
C (-2.628375, -4.679436, 4.437282)
C (-4.104580, -4.889219, 4.726258)
O (-4.784571, -5.590455, 3.685592)
C (-6.213093, -5.611149, 4.072058)
H (-3.654245, -1.412387, -0.108532)
H (-2.048639, -2.139431, 0.154659)
H (-2.199506, -0.396520, 0.352148)
H (-1.719293, -0.415242, 3.061247)
H (-1.111547, -1.824310, 2.153012)
H (-2.893535, -1.802447, 4.623306)
H (-1.234599, -2.292289, 4.560041)
H (-3.140218, -3.630446, 2.729746)
H (-2.261815, -4.342197, 5.440307)
H (-2.106038, -5.648971, 4.325442)
H (-4.605699, -3.931722, 4.982450)
H (-4.137766, -5.415249, 5.685264)
H (-6.794085, -5.909808, 3.169493)
H (-6.521613, -4.610132, 4.357946)
H (-6.428782, -6.333409, 4.848947)
C (-7.601360, -1.299403, -7.594153)
O (-7.217074, -0.895530, -6.289220)
C (-7.196597, -1.990170, -5.340959)
C (-6.686960, -1.363296, -4.058781)
N (-5.272513, -0.963368, -3.969054)
C (-4.370779, -2.055071, -4.162553)
C (-2.943534, -1.828296, -3.739007)
O (-2.336240, -1.072133, -4.697980)
C (-1.023399, -0.611964, -4.427724)
H (-7.566453, -0.365386, -8.194111)
H (-8.574756, -1.784509, -7.615064)
H (-6.870312, -1.933706, -8.088351)
H (-6.678116, -2.907059, -5.681444)
H (-8.230134, -2.156571, -5.179774)
H (-6.991340, -2.073016, -3.238852)
H (-7.353393, -0.462783, -3.911768)
H (-5.215929, -0.316792, -4.770365)
H (-4.344193, -2.358088, -5.215175)
H (-4.671584, -2.826511, -3.468036)
H (-2.422953, -2.843175, -3.581600)
H (-2.897415, -1.251457, -2.804044)
H (-0.372388, -1.490655, -4.297536)
H (-0.987261, -0.024644, -3.500319)
H (-0.621071, 0.011035, -5.268776)
C (2.932729, -7.312060, 2.790828)
O (2.617408, -5.962575, 3.225631)
C (1.475438, -5.436998, 2.595061)
C (1.092971, -4.090466, 3.202599)
N (2.097600, -3.058418, 2.968056)
C (1.809535, -1.792915, 3.641028)
C (3.114066, -0.972323, 3.561952)
O (4.182846, -1.623673, 4.209414)
C (5.214978, -0.688453, 4.482701)
H (3.340777, -7.305669, 1.798251)
H (1.975596, -7.840964, 2.714500)
H (3.618052, -7.694763, 3.540874)
H (0.693830, -6.123039, 2.794000)
H (1.762949, -5.400305, 1.564283)
H (0.871402, -4.231762, 4.318199)
H (0.142467, -3.791539, 2.779893)
H (2.914040, -3.365751, 3.500240)
H (1.557687, -1.899550, 4.656942)
H (0.960446, -1.238027, 3.196801)
H (3.042555, 0.036907, 4.066724)
H (3.307240, -0.713332, 2.504659)
H (6.115679, -1.235391, 4.690730)
H (4.980752, -0.084303, 5.369361)
H (5.325467, 0.074835, 3.693554)

Cartesian forces, eV/Å:
-0.61 -0.01 -1.23
1.74 1.06 -0.76
0.02 0.69 -1.56
-1.14 -0.42 1.49
0.23 1.09 -1.29
-0.46 -1.30 -0.42
0.05 0.31 1.20
0.81 0.34 1.11
-0.61 -0.22 -0.37
-0.93 0.13 0.29
0.87 0.30 -0.76
0.03 -0.21 0.21
-1.01 -0.71 0.13
0.09 -0.42 0.11
-0.37 -0.45 -0.06
0.30 -0.13 1.14
-0.38 -0.10 0.37
-0.01 -0.66 0.13
0.35 -0.14 -0.04
0.24 0.24 0.24
0.33 0.37 -0.05
0.14 -0.29 -0.03
0.02 -0.54 0.41
0.11 0.23 -0.33
-0.26 0.59 -0.56
-0.10 0.04 -0.32
-0.59 0.24 0.65
0.44 -0.09 0.35
-2.12 -1.36 0.81
1.53 -1.34 0.59
-1.30 0.67 -1.57
0.76 -0.37 0.96
-0.28 0.27 0.14
0.42 0.12 -0.04
-0.83 0.53 -0.58
0.59 0.26 -1.21
0.14 0.04 -1.75
0.52 -1.01 0.58
-0.64 0.93 -0.98
0.51 0.21 0.36
-0.80 -0.15 1.25
0.86 0.70 1.67
-0.35 0.95 -0.41
1.25 0.91 0.12
0.39 0.00 -0.28
-0.12 -0.33 0.88
0.20 -0.50 0.20
0.27 0.26 -0.93
0.15 -0.16 0.38
-0.14 0.51 0.65
-0.80 0.48 0.04
0.49 0.08 -0.57
-0.43 0.02 0.04
-0.16 -1.69 -0.24
-0.02 0.14 0.22
-0.25 -0.17 -0.33
0.19 -2.16 -0.40
-0.42 -0.05 0.24
0.02 0.17 0.42
0.90 -0.16 -0.03
-0.59 0.78 -0.44
-0.13 0.68 0.27
0.21 0.57 -0.20
-0.04 -0.17 0.84
0.46 -0.39 0.00
-0.74 -1.21 -0.83
1.80 0.56 0.44
-0.86 1.85 0.49
0.65 1.54 -0.30
-0.69 -0.43 -0.85
-0.36 -0.79 -0.25
1.78 -1.09 -1.01
0.57 0.56 0.26
-0.13 0.09 -0.31
-0.61 0.06 -0.69
-0.12 0.18 -0.16
-0.15 1.68 0.96
-0.12 -1.38 -0.92
-0.15 -0.09 0.49
0.60 -0.55 0.04
-0.08 -0.53 0.11
-0.16 -0.32 0.21
-0.31 -0.54 0.42
0.10 0.10 -0.10
-0.23 -0.11 0.41
0.22 0.20 -0.08
-1.28 0.89 0.65
1.47 -0.61 -1.58
-0.63 0.94 0.44
-0.04 -0.19 -0.75
0.41 0.85 0.03
-3.02 1.29 0.76
0.48 1.23 0.93
-0.79 0.30 -0.52
0.50 -0.26 -0.02
-1.46 -1.05 -0.71
-1.11 0.96 1.60
0.25 -0.73 -0.33
0.17 0.00 0.15
-0.06 -0.35 0.55
-0.07 -0.89 -0.58
0.43 -0.19 0.67
-0.63 -0.06 0.20
1.57 -1.56 -0.72
0.57 -0.41 0.29
0.52 -0.25 -0.26
0.17 0.28 -0.68
0.24 -0.25 -0.10
-0.59 0.40 0.43
0.92 0.29 -0.28
0.71 0.34 0.58
-1.10 0.47 -0.38
1.11 0.08 -0.56
-1.17 0.25 1.58
0.54 0.40 -0.05
0.19 1.60 -0.41
-1.28 -1.38 -0.27
-1.65 -0.77 1.05
-0.20 0.14 0.47
0.06 -1.12 -0.42
-0.21 -0.52 0.14
1.30 -0.35 -0.21
0.17 0.36 0.58
-0.07 -0.18 -0.96
0.16 -0.49 0.00
-0.13 0.08 0.17
0.06 -0.52 0.08
0.33 -0.41 -0.06
0.77 -0.40 -1.60
0.52 0.46 1.33
0.21 0.12 0.29
0.59 0.97 -0.16
0.14 1.01 -0.24
0.46 -0.11 0.24
-0.35 0.18 -0.46
-0.66 1.11 1.52
1.61 -1.04 1.04
-1.18 -1.74 -0.57
-1.55 -0.31 0.33
-1.82 -0.11 -0.44
0.28 -0.01 1.33
-0.12 0.78 1.40
0.75 -0.59 -0.15
0.59 0.78 0.54
0.33 -0.14 -0.90
0.23 0.43 -0.33
-0.39 0.46 -0.08
1.39 -0.35 -0.83
-0.64 -0.19 -0.19
-0.17 0.90 -0.45
0.42 -0.19 0.31
1.76 0.72 -0.40
0.98 -0.01 -0.30
-0.04 -0.27 0.26
-0.86 -0.44 -0.43
0.31 -0.03 -0.97
-0.06 0.56 0.09
-1.27 -0.74 -0.13
0.08 0.41 -0.73
-1.25 -2.72 -0.23
-0.70 0.04 -1.24
1.12 -0.90 2.11
-2.54 -0.60 -0.99
1.06 -1.48 1.92
-0.30 1.39 0.67
0.21 -0.28 0.32
-1.41 0.69 1.35
0.73 -0.36 -1.99
0.79 0.49 0.64
-0.48 0.76 0.53
0.64 1.57 -0.43
0.21 1.19 -0.39
0.55 0.17 -0.35
0.39 -0.58 -0.74
0.93 0.00 -0.02
-0.32 0.33 -0.11
0.08 0.18 -0.84
-0.24 0.51 -0.80
0.24 -0.08 -0.59
-0.27 -0.58 -0.05
0.53 0.19 0.59
-0.07 0.13 0.17
0.24 -0.08 0.35
0.53 1.28 -0.48
0.80 -1.05 -0.18
0.45 1.62 -0.60
-1.24 -0.40 1.35
-1.21 1.57 -0.64
0.60 -0.68 0.20
0.40 -0.78 1.12
1.18 1.54 -2.03
0.13 -0.26 -0.09
-0.56 -0.57 0.31
-0.20 0.10 0.00
0.23 -0.48 0.25
-0.09 0.55 -0.04
-1.12 -1.04 0.36
0.70 0.63 -0.43
0.91 -0.71 -0.06
0.49 -0.26 0.43
-0.07 -0.59 0.19
-0.58 -0.70 -0.27
-0.56 1.23 -0.22
-0.18 -0.36 0.41
0.13 0.20 0.01
-0.01 -0.02 -0.01
-0.70 -0.64 0.59
-1.30 1.47 0.68
1.39 -0.57 0.71
0.77 0.73 0.89
-0.24 -0.46 0.93
0.28 -0.41 0.60
0.82 1.17 -1.36
-1.16 1.88 0.29
0.26 -0.28 -0.52
-0.44 0.68 0.34
0.59 0.04 -0.63
0.36 -0.45 0.37
-0.10 -0.38 -0.16
-1.25 -0.68 -0.28
-0.61 0.40 -1.16
0.40 0.03 -1.20
-0.29 0.12 -0.26
-0.09 -0.18 -0.20
-0.34 -0.53 1.65
0.62 -0.27 -0.23
-0.64 -0.88 -0.40
0.32 -0.41 0.13
0.49 -0.14 -0.15
-0.15 -0.26 0.11
0.24 -0.64 -0.16

Summary:
- Total charge: +3
- Lowest unoccupied orbital energy: -7.5 eV
- Spin multiplicity: 1
- Energy: -141221.1927 eV
- Highest occupied orbital energy: -12.24 eV
- Frontier orbital gap: 4.71 eV